# 1
Formula: C39H57FO23
Source: the Open Molecules 2025 dataset
Level of theory: ωB97M-V/def2-TZVPD

For the total energy, the calculation gives -3350.6537 Ha. For the lowest unoccupied orbital energy, the calculation gives -0.89 eV.

Geometry (Å):
C (-1.1994, 1.6183, -5.0626)
C (-0.6829, 1.0170, -3.7444)
C (-1.5637, -0.1268, -3.2556)
C (-1.1548, -0.7463, -1.9038)
C (-1.4181, 0.2190, -0.7388)
C (0.2459, -1.3132, -2.0082)
C (0.4904, -2.5634, -2.4199)
C (-0.5662, -3.5434, -2.8632)
O (-0.2558, -4.1414, -4.1069)
O (-0.1757, -3.0324, -5.0334)
C (1.8738, -3.1168, -2.4177)
O (2.0697, -4.3085, -2.4501)
C (3.0173, -2.1641, -2.3108)
O (4.2448, -2.6825, -2.5908)
C (2.8140, -0.8937, -1.9744)
C (3.8983, 0.1322, -1.8531)
C (3.8099, 1.2447, -2.9153)
C (3.5641, 0.7344, -4.3215)
F (4.3089, -0.4213, -4.5559)
C (1.4212, -0.4377, -1.6754)
O (1.2652, 0.6644, -1.1904)
H (-2.2320, 1.3115, -5.2470)
H (-1.1904, 2.7071, -5.0458)
H (-0.6165, 1.2761, -5.9177)
H (0.3227, 0.6240, -3.9178)
H (-0.6180, 1.7981, -2.9867)
H (-1.5656, -0.9061, -4.0243)
H (-2.5960, 0.2241, -3.1489)
H (-1.8417, -1.5726, -1.7309)
H (-2.4697, 0.1452, -0.4704)
H (-1.1643, 1.2514, -0.9604)
H (-0.8407, -0.0667, 0.1435)
H (-0.6037, -4.3934, -2.1800)
H (-1.5402, -3.0664, -2.9473)
H (-0.0286, -3.5313, -5.8467)
H (4.6008, -3.1427, -1.8234)
H (4.8703, -0.3547, -1.8886)
H (3.7941, 0.6173, -0.8804)
H (2.9750, 1.8920, -2.6430)
H (4.7361, 1.8186, -2.8978)
H (3.9056, 1.4675, -5.0526)
H (2.5147, 0.5001, -4.5045)
C (-6.0356, 3.3956, 2.9067)
C (-5.0916, 2.4370, 2.2275)
C (-3.8282, 3.0594, 1.6743)
O (-3.5123, 2.1795, 0.5841)
C (-4.6678, 1.6347, 0.1483)
O (-4.7903, 1.0057, -0.8540)
O (-5.6704, 1.8913, 1.0211)
H (-7.0461, 2.9898, 2.9311)
H (-5.7186, 3.5770, 3.9330)
H (-6.0734, 4.3505, 2.3807)
H (-4.8557, 1.5955, 2.8846)
H (-2.9946, 3.0900, 2.3709)
H (-4.0080, 4.0596, 1.2749)
C (2.2955, 0.1892, 1.7675)
C (2.0456, -0.1898, 3.2027)
C (2.9387, -1.2717, 3.7779)
O (2.0875, -1.8690, 4.7625)
C (0.8061, -1.6925, 4.3717)
O (-0.1307, -2.2428, 4.8546)
O (0.7468, -0.8063, 3.3523)
H (1.4165, 0.6614, 1.3326)
H (3.1293, 0.8884, 1.6997)
H (2.5314, -0.6910, 1.1663)
H (2.0559, 0.6924, 3.8505)
H (3.8484, -0.9113, 4.2491)
H (3.1882, -2.0293, 3.0313)
C (-9.9470, -0.9751, 2.8027)
C (-8.8712, 0.0183, 3.1557)
C (-7.5440, -0.5547, 3.6089)
O (-7.0481, 0.4773, 4.4728)
C (-8.1180, 1.1388, 4.9818)
O (-8.0623, 1.9250, 5.8700)
O (-9.2423, 0.7839, 4.3243)
H (-10.9249, -0.4986, 2.8519)
H (-9.7940, -1.3472, 1.7902)
H (-9.9451, -1.8203, 3.4919)
H (-8.7134, 0.7288, 2.3393)
H (-6.8347, -0.7307, 2.8043)
H (-7.6760, -1.4661, 4.1967)
C (2.6239, -5.3878, 6.6434)
C (3.5204, -5.7630, 5.4920)
C (4.8072, -6.4910, 5.8318)
O (5.6791, -6.0839, 4.7686)
C (5.2588, -4.8737, 4.3317)
O (5.8650, -4.1666, 3.5925)
O (4.0509, -4.5820, 4.8572)
H (1.9577, -4.5782, 6.3467)
H (2.0184, -6.2433, 6.9414)
H (3.2063, -5.0533, 7.5028)
H (2.9629, -6.3153, 4.7302)
H (4.7257, -7.5741, 5.8436)
H (5.2258, -6.1377, 6.7774)
C (0.6836, 3.5947, 4.4340)
C (0.4951, 5.0197, 3.9793)
C (-0.1266, 5.9743, 4.9807)
O (-0.7903, 6.9169, 4.1316)
C (-1.1018, 6.2862, 2.9740)
O (-1.8295, 6.7131, 2.1396)
O (-0.4701, 5.0900, 2.9110)
H (0.7749, 2.9379, 3.5693)
H (1.5902, 3.5085, 5.0326)
H (-0.1631, 3.2547, 5.0316)
H (1.4317, 5.4322, 3.5940)
H (0.5865, 6.4913, 5.6164)
H (-0.8778, 5.4721, 5.5957)
C (3.7732, -0.5931, -9.6006)
C (4.5399, 0.6878, -9.3958)
C (5.9108, 0.5607, -8.7589)
O (6.0513, 1.8188, -8.0887)
C (4.8096, 2.2661, -7.7871)
O (4.5760, 3.1681, -7.0501)
O (3.8763, 1.5310, -8.4318)
H (2.7107, -0.3785, -9.7044)
H (4.1148, -1.0947, -10.5057)
H (3.9034, -1.2682, -8.7540)
H (4.6087, 1.2562, -10.3277)
H (6.7263, 0.4281, -9.4642)
H (5.9299, -0.2347, -8.0098)

---

# 2
Formula: C39H57N6NaO2P2
Source: the Open Molecules 2025 dataset
Level of theory: ωB97M-V/def2-TZVPD

For the total energy, the calculation gives -2844.3552 Ha. For the lowest unoccupied orbital energy, the calculation gives 3.79 eV. The charge is -2.

Geometry (Å):
Na (-0.1908, 0.1112, -1.2135)
C (-0.0112, 0.4906, -3.7336)
C (0.3006, -0.8819, -3.8383)
C (-0.8835, -1.6139, -3.6532)
C (-1.9315, -0.7013, -3.4343)
C (-1.3958, 0.6007, -3.4830)
H (0.6635, 1.3185, -3.9200)
H (1.2728, -1.3001, -4.0661)
H (-0.9718, -2.6925, -3.6781)
H (-2.9791, -0.9516, -3.3149)
H (-1.9610, 1.5227, -3.4332)
C (3.6884, 1.9799, -1.4372)
C (3.7865, 0.5487, -0.9130)
C (3.7953, -0.4496, -2.0723)
P (2.3146, 0.1826, 0.1774)
C (2.6642, 1.2366, 1.6898)
C (1.7665, 0.7187, 2.8172)
C (4.0850, 1.4786, 2.1896)
C (2.7464, -1.4991, 0.7467)
C (3.9618, -1.8108, 1.3508)
C (4.2651, -3.0731, 1.8403)
C (5.5838, -3.3636, 2.5154)
C (3.2755, -4.0525, 1.7287)
C (2.0752, -3.7917, 1.1076)
C (1.7723, -2.5167, 0.5492)
N (0.6020, -2.2337, -0.0691)
C (-0.1345, -3.2098, -0.6718)
C (0.3863, -4.3134, -1.3779)
C (-0.4499, -5.2041, -2.0243)
C (-1.8325, -5.0443, -2.0151)
C (-2.7420, -6.0041, -2.7443)
C (-2.3572, -3.9457, -1.3392)
C (-1.5438, -3.0454, -0.6691)
P (-2.0395, -1.5082, 0.1636)
C (-3.9022, -1.5365, -0.0810)
C (-4.7423, -2.5645, 0.6771)
C (-4.4738, -0.1316, 0.1203)
C (-1.7371, -1.9541, 1.9704)
C (-2.3206, -0.8865, 2.8962)
C (-2.1003, -3.3643, 2.4348)
H (4.5648, 2.2334, -2.0416)
H (3.6006, 2.7138, -0.6349)
H (2.7972, 2.0800, -2.0622)
H (4.7052, 0.4267, -0.3294)
H (2.8768, -0.3483, -2.6557)
H (3.8462, -1.4767, -1.7072)
H (4.6491, -0.2687, -2.7329)
H (2.2741, 2.2039, 1.3781)
H (2.1491, -0.2288, 3.2049)
H (0.7536, 0.5467, 2.4418)
H (1.7147, 1.4367, 3.6413)
H (4.5129, 0.5880, 2.6511)
H (4.0580, 2.2618, 2.9548)
H (4.7520, 1.8232, 1.3968)
H (4.7200, -1.0401, 1.4307)
H (6.3223, -2.6001, 2.2650)
H (5.9802, -4.3350, 2.2093)
H (5.4770, -3.3795, 3.6054)
H (3.4607, -5.0428, 2.1386)
H (1.3294, -4.5738, 1.0359)
H (1.4611, -4.4320, -1.4427)
H (-0.0218, -6.0409, -2.5702)
H (-2.1836, -6.8721, -3.0997)
H (-3.2079, -5.5276, -3.6119)
H (-3.5452, -6.3605, -2.0934)
H (-3.4327, -3.8044, -1.3625)
H (-3.9695, -1.7558, -1.1524)
H (-4.8277, -2.2924, 1.7312)
H (-4.3251, -3.5694, 0.6160)
H (-5.7570, -2.5899, 0.2633)
H (-4.4792, 0.1452, 1.1784)
H (-5.5069, -0.0828, -0.2422)
H (-3.8862, 0.6105, -0.4148)
H (-0.6483, -1.8713, 2.0085)
H (-3.4114, -0.9472, 2.9366)
H (-2.0479, 0.1138, 2.5539)
H (-1.9406, -1.0112, 3.9148)
H (-3.1624, -3.4554, 2.6670)
H (-1.5398, -3.6105, 3.3428)
H (-1.8463, -4.1030, 1.6732)
O (-0.0757, 2.4418, 0.4551)
N (1.8867, 4.4199, 0.6781)
C (2.6449, 5.1987, 1.2848)
C (2.2646, 5.7236, 2.6212)
N (1.8075, 6.0496, 3.6283)
C (3.9234, 5.7089, 0.7650)
N (4.8959, 6.1314, 0.3172)
C (-2.7769, 6.3036, -1.0255)
N (-2.9565, 4.8838, -1.2449)
C (-3.1501, 4.5311, -2.6468)
C (-2.5873, 3.8230, -0.4143)
O (-2.9041, 2.6931, -0.7604)
N (-1.8851, 4.0007, 0.7653)
C (-1.2268, 5.2097, 1.2550)
C (-1.1950, 2.7777, 1.2195)
H (-3.3203, 6.8232, -1.8154)
H (-1.7334, 6.6323, -1.0718)
H (-3.2174, 6.6142, -0.0802)
H (-3.9712, 5.1196, -3.0627)
H (-3.3879, 3.4763, -2.7174)
H (-2.2427, 4.7274, -3.2299)
H (-1.8068, 6.1033, 1.0871)
H (-0.2298, 5.3344, 0.8295)
H (-1.1070, 5.1036, 2.3336)
H (0.6075, 3.1610, 0.5381)
H (-1.8946, 1.9510, 1.1434)
H (-0.9330, 2.9496, 2.2699)